162
Properties=species:S:1:pos:R:3:forces:R:3 method="wB97M-V/def2-TZVPD" homo_ev=-10.049 gap_ev=10.3421 smiles="COP(=O)(OC)OC.COP(=O)(OC)OC.COP(=O)(OC)OC.COP(=O)(OC)OC.COP(=O)(OC)OC.COP(=O)(OC)OC.CCOC(=O)OC.CCOC(=O)OC.CCOC(=O)OC.CCOC(=O)OC" lumo_ev=0.29
C -0.610 -2.787 3.409 0.6 0.4 -1.7
C -1.696 -1.824 3.749 -0.6 -0.4 -0.2
O -1.038 -0.737 4.322 -0.6 3.0 1.2
C -1.727 0.472 4.492 2.2 -0.9 -0.4
O -2.871 0.723 4.247 0.5 -0.5 0.3
O -0.757 1.351 4.902 -1.3 -1.8 -0.3
C -1.194 2.683 4.875 0.6 1.6 -0.1
H -1.053 -3.675 2.965 0.2 -0.3 0.3
H 0.078 -2.964 4.239 -0.4 -0.3 0.1
H -0.022 -2.316 2.606 0.0 -0.4 0.2
H -2.354 -2.328 4.421 -0.7 0.2 0.8
H -2.295 -1.470 2.912 0.1 -0.2 -0.3
H -1.436 2.986 3.858 -0.2 0.0 -0.1
H -0.313 3.279 5.176 -0.5 -0.2 0.1
H -2.030 2.882 5.540 0.0 -0.1 0.1
C 5.372 -5.484 -0.675 -0.8 0.9 0.0
C 5.581 -4.132 -0.042 1.1 1.1 1.6
O 4.707 -3.092 -0.522 0.2 -0.5 -0.1
C 5.063 -2.359 -1.592 -0.5 -1.5 0.7
O 4.350 -1.476 -1.921 -0.1 1.6 -1.0
O 6.151 -2.840 -2.190 0.5 -0.1 0.8
C 6.801 -2.064 -3.161 0.4 0.7 -1.3
H 4.371 -5.808 -0.340 0.3 -0.2 -0.7
H 6.094 -6.165 -0.289 0.6 -0.6 0.4
H 5.513 -5.430 -1.757 -0.4 -0.1 0.1
H 6.616 -3.715 -0.118 -0.7 -0.7 0.0
H 5.347 -4.157 1.060 0.2 -0.1 -1.1
H 7.084 -1.042 -2.873 -0.3 -0.4 0.4
H 6.178 -1.996 -4.035 -0.4 0.2 -0.4
H 7.704 -2.575 -3.498 -0.1 -0.2 0.5
C 2.899 2.064 -1.242 0.1 -0.8 1.7
C 4.234 2.570 -0.775 0.9 -0.5 -1.9
O 4.207 3.970 -1.032 -0.5 1.2 0.0
C 5.214 4.501 -1.674 0.7 1.4 -0.1
O 6.287 3.999 -1.892 -0.1 -0.1 -0.2
O 4.893 5.788 -2.027 -0.6 -1.3 0.5
C 5.865 6.451 -2.814 0.8 -0.7 -0.3
H 2.064 2.471 -0.643 0.3 -0.1 -0.5
H 2.951 0.983 -1.071 -0.4 0.0 -0.3
H 2.807 2.279 -2.286 -0.3 0.0 -0.6
H 5.018 2.141 -1.467 -0.6 0.2 1.1
H 4.491 2.415 0.253 -0.1 -0.2 0.4
H 6.729 6.708 -2.185 -0.3 0.3 -0.2
H 5.355 7.306 -3.259 0.3 -0.1 0.1
H 6.256 5.747 -3.578 -0.3 0.6 0.2
C -2.456 2.621 -2.505 0.0 0.0 -0.2
C -3.659 1.805 -2.151 0.8 -0.2 0.4
O -3.892 2.170 -0.762 -0.6 -1.0 0.0
C -4.556 1.206 -0.100 -0.6 0.9 0.5
O -5.093 0.270 -0.614 -0.1 -0.8 -0.3
O -4.676 1.434 1.212 -0.4 -0.5 -1.0
C -4.029 2.564 1.757 0.1 0.8 -0.3
H -2.259 2.554 -3.571 0.1 0.4 -0.1
H -1.619 2.135 -2.000 0.2 0.4 0.1
H -2.589 3.642 -2.128 0.3 -0.1 -0.4
H -3.338 0.778 -2.187 -0.2 -0.6 0.1
H -4.549 1.853 -2.773 -0.2 0.6 0.2
H -3.035 2.609 1.340 0.5 0.1 0.4
H -4.053 2.336 2.818 0.2 0.6 0.1
H -4.512 3.530 1.447 0.0 -0.9 0.6
C 6.346 -0.061 1.662 0.4 -0.3 0.6
O 5.406 -0.405 2.691 2.1 -2.5 -0.1
P 4.196 0.489 2.889 -2.6 -0.3 0.0
O 3.591 0.865 1.627 -0.5 0.7 -1.0
O 4.714 1.626 3.757 0.1 3.0 1.9
C 5.108 1.455 5.142 0.8 1.1 -0.6
O 3.233 -0.247 3.887 0.0 -0.7 0.3
C 2.298 -1.232 3.398 -0.5 0.4 0.9
H 7.282 -0.572 1.941 -0.4 0.1 -0.4
H 6.509 1.014 1.731 0.1 0.0 -0.5
H 5.950 -0.392 0.698 0.2 0.3 0.1
H 4.327 1.356 5.880 -0.6 -0.1 -0.4
H 5.770 2.279 5.455 -0.5 0.0 -0.5
H 5.719 0.609 5.084 0.9 -1.6 0.7
H 2.047 -0.961 2.394 -0.5 0.1 -0.6
H 1.413 -1.222 4.075 0.8 0.2 -0.7
H 2.736 -2.215 3.382 0.3 -0.4 0.2
C 1.839 4.250 2.165 0.5 -1.7 -0.9
O 1.074 5.184 1.469 -0.8 1.6 -0.7
P -0.277 4.686 0.795 1.5 -1.3 -0.3
O -0.909 3.710 1.679 -0.6 -0.5 -0.1
O -1.074 5.972 0.577 -1.2 1.8 0.0
C -1.336 6.868 1.740 1.2 0.1 -1.6
O 0.139 4.116 -0.640 -1.5 -0.8 2.2
C 0.718 4.760 -1.739 0.4 0.8 -0.5
H 1.215 3.648 2.823 0.1 0.2 0.4
H 2.643 4.776 2.637 0.3 0.1 0.5
H 2.237 3.544 1.408 0.3 0.2 0.6
H -1.590 6.307 2.632 -0.2 -0.1 -0.1
H -2.108 7.570 1.395 0.3 -0.4 0.3
H -0.360 7.374 1.837 -0.7 0.1 0.5
H 1.430 4.045 -2.197 -0.6 0.6 0.1
H 1.261 5.623 -1.350 0.2 0.1 -0.4
H -0.083 5.077 -2.431 0.6 -0.3 0.1
C -3.819 -3.661 -3.136 0.9 -1.7 0.6
O -4.562 -3.930 -1.912 1.0 0.1 -0.9
P -6.029 -4.481 -2.033 -1.1 1.0 0.2
O -6.564 -4.597 -3.394 0.3 -0.3 0.1
O -5.979 -5.727 -1.096 -0.6 -1.2 0.5
C -7.206 -6.359 -0.548 1.3 0.7 0.0
O -6.831 -3.448 -1.135 -0.6 0.0 0.2
C -7.291 -2.220 -1.743 -0.2 -1.0 -0.8
H -3.958 -4.501 -3.827 0.0 0.3 0.1
H -2.752 -3.609 -2.866 -0.5 0.1 0.0
H -4.106 -2.758 -3.607 -0.5 1.0 -0.2
H -7.993 -6.355 -1.286 -0.2 0.0 -0.2
H -7.463 -5.791 0.338 -0.3 0.1 0.0
H -6.931 -7.366 -0.242 0.1 0.0 -0.3
H -7.359 -1.497 -0.956 0.1 0.5 0.2
H -8.275 -2.377 -2.231 0.5 0.0 0.4
H -6.574 -1.953 -2.521 -0.1 0.5 0.2
C 0.791 0.705 -3.649 -0.9 -0.7 0.7
O 1.516 1.354 -4.668 1.2 -0.7 -0.6
P 0.929 2.500 -5.548 0.6 0.9 1.4
O -0.110 3.255 -4.885 -1.5 0.5 0.5
O 2.175 3.393 -5.875 0.8 0.3 -1.1
C 2.927 4.135 -4.902 -0.3 0.5 -0.7
O 0.544 1.855 -6.884 0.1 -0.9 -2.4
C 1.407 0.931 -7.611 0.7 0.2 0.2
H 0.652 1.430 -2.880 0.0 0.3 1.1
H 1.363 -0.166 -3.289 -0.3 0.5 -0.3
H -0.246 0.411 -3.899 0.7 -0.1 -0.5
H 2.602 5.208 -4.811 0.2 -1.0 -0.5
H 3.979 4.076 -5.252 -0.6 0.1 0.7
H 2.705 3.674 -3.961 0.6 -0.2 0.8
H 1.324 -0.054 -7.164 -0.2 -0.1 0.0
H 2.483 1.206 -7.549 -0.8 0.2 0.1
H 1.141 0.888 -8.678 -0.3 0.3 0.6
C -2.594 -2.308 0.131 0.3 -1.3 -1.8
O -1.962 -1.065 0.186 0.4 1.1 1.3
P -0.552 -0.916 -0.480 -1.5 1.0 -2.1
O -0.535 -1.154 -1.916 -0.3 -0.3 -1.1
O -0.158 0.541 -0.176 0.1 0.1 0.0
C 0.391 0.970 1.080 0.2 1.3 -1.1
O 0.356 -1.906 0.255 0.3 -1.0 1.9
C 1.615 -2.173 -0.323 1.1 0.2 0.4
H -3.135 -2.348 -0.806 -0.6 0.0 0.0
H -3.257 -2.467 0.955 -0.2 0.0 0.6
H -1.828 -3.091 -0.005 -0.4 -0.1 0.7
H -0.036 1.983 1.126 0.4 -0.6 0.9
H 1.481 1.022 0.905 -0.5 -0.2 0.8
H 0.066 0.328 1.887 0.1 -0.1 0.3
H 2.214 -1.249 -0.339 0.0 -0.4 -0.1
H 1.515 -2.588 -1.306 -0.1 0.0 -0.6
H 2.081 -2.914 0.312 0.3 0.0 0.2
C -4.233 -3.888 5.370 1.4 -1.0 -1.4
O -4.160 -3.830 3.873 1.1 1.4 2.4
P -5.325 -4.466 3.069 -0.9 0.7 -0.3
O -6.532 -4.634 3.824 -1.9 -0.4 1.5
O -4.805 -5.779 2.473 1.8 -1.5 -1.9
C -3.708 -5.765 1.485 0.0 -0.9 0.1
O -5.464 -3.566 1.831 0.3 0.3 -1.9
C -6.163 -2.313 1.801 -0.1 -0.9 -0.7
H -3.175 -3.995 5.657 -0.5 -0.2 0.1
H -4.824 -4.758 5.579 -0.1 -0.4 0.5
H -4.646 -3.054 5.907 -0.4 0.8 -0.6
H -2.815 -5.265 1.902 -0.4 -0.4 0.0
H -3.965 -5.272 0.540 -0.4 0.1 0.4
H -3.512 -6.840 1.239 0.0 1.0 0.5
H -6.097 -1.945 0.767 -0.2 -0.2 0.5
H -5.565 -1.689 2.415 -0.1 1.2 0.8
H -7.194 -2.513 2.139 0.4 0.6 -0.1